A molecular structure, C53H51BrGeN6O4SiTi at a distorted geometry. Source: the Open Molecules 2025 dataset; level of theory: ωB97M-V with the def2-TZVPD basis set.

Geometry as XYZ:
```
118
Properties=species:S:1:pos:R:3:forces:R:3
H 4.96933 0.82479 0.42879 0.0 0.0 0.0
C 1.50011 6.58715 -0.38406 -0.4 0.2 0.2
H 1.12667 3.35580 -1.16592 0.0 0.0 0.0
H -1.15893 -4.57996 3.74011 0.0 0.0 0.0
H 3.50942 6.32687 -1.08085 0.0 0.1 0.0
H 2.99114 1.04560 -5.76781 -0.1 -0.1 0.0
H 3.15901 1.25926 -2.73798 0.1 0.1 0.0
C -4.09508 -0.48437 0.42415 0.3 -0.1 -0.1
C -3.26969 -3.81934 0.48626 0.0 0.0 -0.1
C -5.44700 -2.15936 -4.00864 -0.1 0.0 0.0
H 0.20351 2.84862 3.64269 0.0 0.0 0.0
N 1.81093 1.55688 -0.41058 0.3 -0.1 0.3
H 0.59225 -3.46800 -7.02846 0.0 0.0 0.0
Br 3.57019 7.03869 -3.94471 -0.2 0.0 0.2
H 0.59773 -1.85702 -7.75181 -0.1 0.0 -0.1
Si -2.91695 -1.25897 -0.83600 -0.9 -0.6 0.0
C 3.22638 3.44498 -0.80690 0.1 -0.1 0.1
H -1.97841 5.81712 -1.05124 0.0 0.0 0.0
C -6.21853 -0.49570 1.58653 0.0 0.0 0.0
H -7.18672 -0.95005 1.75465 0.0 0.0 0.0
H 1.27531 -3.65676 -4.44402 -0.1 0.0 -0.1
H 3.40689 -0.23842 -4.63398 0.0 0.0 -0.1
Ti -0.07568 0.28676 -0.04405 0.8 -2.6 -2.4
C 1.12692 -2.32242 0.38914 0.2 -0.3 0.2
H 2.22223 -1.93350 -5.87782 0.0 0.1 0.0
H -2.22540 -0.55146 2.71930 0.0 0.0 0.0
C -0.04375 7.53475 -1.97584 -0.2 -0.1 0.4
H -1.03262 7.91034 -2.20462 0.0 0.1 0.0
H 0.59873 -4.45910 1.94661 -0.1 0.0 -0.1
C -5.35531 -1.04004 0.64800 0.1 0.0 0.0
C 1.15231 -1.88155 -5.65917 -0.3 -0.2 0.0
C -0.07522 -3.63902 2.14672 0.0 0.1 0.0
H -0.21890 -2.73419 -4.25154 0.0 -0.1 0.0
C 2.71388 -0.54223 0.43833 0.2 -0.2 0.0
C -1.83203 -2.57209 3.35323 0.1 -0.1 0.0
H 2.50894 -1.71270 -3.29541 0.0 -0.1 0.0
H -4.32427 2.12245 2.59749 0.0 0.0 0.0
C 0.86657 -2.64274 -4.36827 0.2 0.2 0.0
H 0.86731 1.21288 -4.73157 0.0 0.1 0.0
C 0.35986 -2.41741 -6.84686 0.2 0.1 0.1
C 2.72989 1.57375 -3.69527 -0.2 -0.1 -0.2
H -1.24434 -3.21587 -2.15200 0.1 0.0 0.0
C 3.47082 0.83723 -4.80758 0.2 0.2 0.2
C -1.75430 -3.76937 -1.36855 0.0 0.1 -0.1
H -5.66098 -1.91022 0.07731 -0.1 0.0 0.0
O 0.05530 1.16520 1.55465 -0.4 2.1 2.4
H 0.71884 7.83599 -3.95213 0.0 0.0 0.0
H 0.70664 2.22586 -3.30884 0.0 0.0 0.0
H -0.83903 -0.44793 -3.45854 -0.1 0.0 0.2
H -2.59348 -2.57950 4.12029 0.0 0.1 0.0
H -6.50481 1.04515 3.05352 0.0 0.0 0.0
C -3.08317 -5.19007 0.59593 0.0 -0.1 0.1
C -1.03692 4.38256 0.26077 0.3 -0.2 0.6
C 1.45676 -1.96305 -3.13221 -0.2 0.5 0.2
C -1.65231 4.79415 -0.92998 -0.2 -0.4 -0.5
C -1.03544 -3.68717 3.14212 0.0 0.1 -0.1
N -0.94932 2.10977 -0.62686 -0.3 1.5 0.1
O -1.49437 -0.49591 -0.79742 -1.4 -0.3 -0.1
H -4.85026 1.06018 -4.85461 0.0 0.0 0.0
C -1.63020 -1.44266 2.57462 -0.1 0.1 0.0
C 2.20690 7.05624 -2.61788 0.2 0.0 -0.2
H -3.94260 -3.31549 1.17063 0.0 0.0 0.0
C 1.21537 1.34127 -3.70369 0.0 -0.6 0.3
C -2.61497 -3.08877 -0.50356 -0.2 0.3 0.0
H -0.90908 -5.64819 -1.95460 0.0 0.0 0.0
H 5.46901 0.70171 -5.64298 0.1 0.0 0.0
C -1.47695 2.54719 -1.75478 0.1 -0.6 0.1
C -0.12327 3.27133 2.70247 0.1 -0.6 -0.2
H 5.31728 3.20894 -0.35139 0.0 0.0 0.0
C -3.98931 0.03906 -3.18138 0.0 0.0 0.0
H -1.60014 1.81348 -2.54248 0.1 0.0 0.0
C -4.61116 1.22430 2.06411 0.0 0.1 0.0
C 0.04523 -2.47024 1.41318 -0.2 -0.3 0.2
C -0.76224 3.00229 0.39089 -0.3 0.6 -0.2
N -0.70758 7.29615 0.32705 0.1 0.9 1.2
C -5.52129 -0.97535 -4.72572 0.0 -0.1 0.0
C -0.24868 2.44368 1.59302 0.2 0.3 0.5
H 5.01323 2.32520 -5.12009 0.0 0.0 0.0
C -0.73003 5.22888 1.38224 0.9 -1.5 0.0
O 3.62080 -1.16172 0.96240 0.0 0.0 -0.1
C 4.33839 2.74935 -0.35831 -0.1 -0.1 0.0
C -5.84261 0.63134 2.30411 0.0 0.0 0.1
H 3.30213 4.46084 -1.16327 0.0 -0.3 0.0
C 0.21681 7.07592 -0.67713 0.9 -0.8 -1.2
N 1.45734 -0.98772 0.20748 0.2 0.0 -0.1
N -0.70697 -1.38704 1.62202 0.5 -0.3 -0.1
H 1.71408 6.24801 0.62142 0.1 0.0 0.0
H -2.77976 1.11845 0.94975 0.0 0.1 0.1
H -6.15218 -0.91069 -5.60251 0.0 0.0 0.0
H 5.43113 1.09612 -3.91941 0.1 0.0 0.0
H -6.03178 -3.01844 -4.31164 0.0 0.0 -0.1
H -3.44157 0.91120 -2.84940 0.0 0.0 0.0
C 2.49960 6.61834 -1.33657 0.0 0.2 -0.1
H 0.89202 -0.83283 -5.49751 0.1 0.0 -0.1
C 4.93461 1.26414 -4.87691 -0.1 -0.1 -0.1
H -0.21027 5.29407 3.43268 0.0 0.0 0.1
C -3.74779 0.66435 1.13337 -0.1 -0.1 -0.1
C -3.88203 -1.14843 -2.45856 0.3 0.0 0.2
C -1.56654 -5.13738 -1.26304 0.1 0.0 0.0
C 1.99356 2.81881 -0.80685 0.0 0.1 -0.1
C 4.16320 1.44403 0.06188 -0.1 0.0 0.0
H 1.42906 -2.64814 -2.29014 0.0 0.1 0.1
H -4.57160 -3.17643 -2.34041 0.0 0.0 0.0
C 2.89292 0.89054 0.01906 0.2 0.0 0.0
C -1.87618 3.87054 -1.92971 0.0 0.8 0.2
C -4.63188 -2.24329 -2.88915 0.1 0.0 0.1
C -2.23535 -5.85339 -0.27882 0.0 0.1 0.0
C -0.37104 4.63173 2.59228 -0.1 0.8 -0.7
H -0.71143 -2.33048 -6.66023 0.0 0.0 0.0
Ge 0.48620 -0.25199 -2.62112 0.5 0.6 -1.1
H -2.10988 -6.92616 -0.20779 0.0 0.0 0.0
C -4.78785 0.12637 -4.31022 0.0 0.1 0.0
H -3.61452 -5.74772 1.35747 0.0 0.0 0.0
C 0.93545 7.50092 -2.94772 0.1 0.0 -0.1
N -0.84471 6.59255 1.34767 -1.6 1.0 0.0
O 1.61844 -3.26067 -0.18299 0.1 0.0 0.3
H 2.93279 2.64655 -3.80224 0.1 0.0 0.0
H -2.34402 4.18401 -2.85162 0.0 -0.1 0.0
```
Positions in Å, forces in eV/Å.

## Properties
**Lowest unoccupied orbital energy**: -0.05272 Eh
**Calculated total energy**: -8469.8036 Eh
**Charge**: 0
**Max |F|**: 0.071 hartree/bohr
**Energy above the lowest of the compared OMol25 structures with the same formula, charge and spin**: 39.43 kcal per mole

=====

A molecular structure, C25H29N7NiO3S2. Source: the Open Molecules 2025 dataset; level of theory: ωB97M-V with the def2-TZVPD basis set.

Geometry as XYZ:
```
67
Properties=species:S:1:pos:R:3:forces:R:3
C 0.15602 3.80853 2.67758 0.0 0.0 0.0
C 3.14595 -2.56372 -0.53883 0.0 0.0 0.0
H 4.05624 0.47574 -1.58348 0.0 0.0 0.0
H 5.08201 -0.98892 -1.54154 0.0 0.0 0.0
H -4.85797 2.05696 -1.04014 0.0 0.0 0.0
H -1.00758 -2.60823 0.76827 0.0 0.0 0.0
O 3.85997 1.89061 1.23960 0.0 0.0 0.0
S 0.61841 2.40277 -2.53190 0.2 0.2 -0.1
H -1.27366 4.47010 5.52518 0.0 0.0 0.0
H -1.58586 0.60314 -2.19751 0.0 0.0 0.0
H -0.50611 4.36998 2.02829 0.0 0.0 0.0
H -1.49604 -2.89516 3.24228 0.0 0.0 0.0
C 1.81461 2.33004 4.34085 0.0 0.0 0.0
C 0.94954 1.30357 -1.46678 -0.4 -0.1 0.3
H 1.78846 -3.48205 -4.38482 0.0 0.0 0.0
C 1.30842 -2.05267 -2.85106 0.0 0.0 0.0
H 2.45415 1.72181 4.96563 0.0 0.0 0.0
H -0.53887 -4.31140 -4.57982 0.0 0.0 0.0
N -0.95777 4.76067 4.61260 0.0 0.0 0.0
C 1.00597 -3.05561 -3.76275 0.0 0.0 0.0
H 2.24267 -3.16060 -0.66130 0.0 0.0 0.0
C 0.85004 3.16201 4.88776 0.0 0.0 0.0
H -2.29285 -3.38059 -3.09502 0.0 0.0 0.0
C 4.20411 -0.48976 -1.10162 0.0 0.0 0.0
N -2.03285 0.76366 1.17647 -0.1 -0.1 0.0
C 1.95388 2.25007 2.96682 0.0 0.0 0.0
H 0.73521 3.22849 5.96433 0.0 0.0 0.0
H -0.03030 -1.61533 4.82485 0.0 0.0 0.0
C -0.29744 -3.52809 -3.87062 0.0 0.0 0.0
H -2.60249 2.03676 -2.42097 0.0 0.0 0.0
N 0.55988 -1.34685 1.10865 -0.1 0.2 0.1
H 3.45750 -2.20915 -3.13542 0.0 0.0 0.0
C 0.12484 -1.55499 3.75036 0.0 0.0 0.0
C 0.00831 3.90080 4.06082 0.0 0.0 0.0
C 2.71373 -1.53242 -2.68354 0.0 0.0 0.0
H -5.30257 -0.81933 -1.96991 0.0 0.0 0.0
C 1.30503 -0.67713 2.02918 -0.1 0.1 0.1
H -2.97386 0.53713 -4.31737 0.0 0.0 0.0
C -0.94792 -2.00237 -2.12420 0.1 0.0 0.0
C -1.27588 -3.00235 -3.03971 0.0 0.0 0.0
C 1.12193 2.98555 2.13206 0.0 0.0 0.0
Ni 1.17555 -0.25362 -0.60806 0.4 -0.1 -0.3
H -1.74360 4.91574 3.99953 0.0 0.0 0.0
H 2.80115 -0.56091 -3.17843 0.0 0.0 0.0
H 4.38552 -0.30812 -0.04599 0.0 0.0 0.0
C -2.61370 0.95505 -2.24207 0.0 0.0 0.0
N 3.00337 -1.30553 -1.26273 0.0 0.0 0.0
N 1.11372 -0.76659 3.35706 0.0 0.0 0.0
C -2.60005 0.71580 0.17059 0.1 0.3 0.0
C -0.42294 -2.11188 1.53688 0.0 -0.1 -0.1
O 3.88286 0.53737 3.29966 0.0 0.0 0.0
H 3.28901 -2.35072 0.52016 0.0 0.0 0.0
H -5.12511 0.63616 -0.00417 0.0 0.0 0.0
N -3.27836 0.65877 -0.97476 -0.1 -0.2 0.1
H -6.41314 0.55617 -2.19465 0.0 0.0 0.0
H 1.22037 2.88782 1.05777 0.0 0.0 0.0
H -3.27826 -0.83241 -3.22856 0.0 0.0 0.0
H -1.73710 -1.63081 -1.47439 0.0 0.0 0.0
H 4.00942 -3.13925 -0.90824 0.0 0.0 0.0
C -5.36449 0.26721 -2.11922 0.0 0.0 0.0
C -4.70247 0.97384 -0.94997 0.0 0.0 0.0
C 0.34376 -1.48139 -2.00513 -0.1 0.0 0.1
N 2.20865 0.10815 1.41964 0.2 0.0 0.0
C -3.37418 0.25226 -3.34580 0.0 0.0 0.0
O -4.75259 0.62046 -3.34286 0.0 0.0 0.0
S 3.12563 1.14579 2.23317 -0.1 0.0 0.0
C -0.68988 -2.27104 2.88730 0.0 0.0 0.0
```
Positions in Å, forces in eV/Å.

## Properties
**Lowest unoccupied orbital energy (spin up / spin down)**: 0.09452 / 0.09458 Eh
**Calculated total energy**: -3883.7434 Eh
**Multiplicity**: 2
**Charge**: -1
**Expectation value of S²**: 1.09
**Max |F|**: 0.010 hartree/bohr
**Energy above the lowest of the compared OMol25 structures with the same formula, charge and spin**: 15.28 kcal per mole

=====

A molecular structure, C20H16AsF12N3O4S3Tl at a distorted geometry. Source: the Open Molecules 2025 dataset; level of theory: ωB97M-V with the def2-TZVPD basis set.

Geometry as XYZ:
```
60
Properties=species:S:1:pos:R:3:forces:R:3
F -0.69848 1.90198 6.60596 0.1 0.0 0.0
N 1.92141 -0.14335 -0.50200 0.0 0.2 0.2
H 0.21934 2.67426 -4.72905 0.0 0.0 0.0
H 4.40064 -1.22058 5.10442 0.0 0.0 0.0
C 0.08523 1.14924 5.82562 -0.1 -0.1 0.1
C 3.16078 -0.86482 -3.84276 0.0 0.0 0.0
C -4.30337 -0.66940 4.39740 0.2 -0.2 0.2
S -3.21052 0.61644 5.16930 0.0 -0.2 0.1
C 1.92020 -0.16333 -1.88621 -0.1 -0.1 0.0
C 3.35525 -0.74902 1.42932 0.0 0.0 0.4
C 0.89048 0.33226 -2.70359 0.2 -0.1 -0.1
C 4.11502 -1.08773 4.06530 0.0 -0.1 0.0
C -0.64503 2.01832 -4.85341 0.1 -0.1 0.0
H 2.19441 -0.55942 -5.69295 0.0 0.0 0.1
H -1.29894 2.15681 -3.99806 0.0 0.0 0.1
C 4.61721 -1.28717 1.74399 -0.1 0.1 -0.2
Tl 0.06609 0.64996 1.77903 0.3 -0.1 0.1
N -0.11825 1.12509 -2.03210 0.3 0.1 -0.1
H 5.30373 -1.57514 0.95324 0.0 0.0 0.0
O -0.07119 -1.34282 6.53423 0.0 0.0 0.1
C -1.37551 -0.39872 -4.79104 0.0 0.0 0.0
F -4.76920 -1.33853 0.34147 -0.1 0.0 0.2
O -0.49163 -0.90482 4.16216 -0.1 0.5 0.3
F -3.50668 -1.04546 -1.73432 -0.1 0.1 0.0
C 2.86664 -0.58115 3.74096 -0.2 0.1 0.0
O -2.57084 1.37517 4.13359 0.0 -0.1 -0.2
H -1.19900 2.34303 -5.73810 0.0 0.0 0.0
C 2.10370 -0.43743 -4.62272 0.1 -0.1 -0.1
H -0.63938 0.68370 -7.13633 0.0 0.0 0.0
C 3.05466 -0.73724 -2.47025 0.0 0.1 0.1
C 3.00978 -0.61615 0.00371 0.1 -0.1 -0.4
H -1.72872 -0.36256 -3.76421 -0.1 0.0 0.1
F -3.67993 -1.32039 3.42615 0.0 0.0 0.0
F -4.44107 1.07870 0.85477 -0.1 0.1 0.2
H -2.21928 -0.13280 -5.43399 0.0 0.0 0.0
As -3.99864 0.01348 -0.41020 0.1 -0.8 -0.7
S -0.72140 -0.53747 5.54020 0.0 -0.3 0.1
H 4.04186 -1.29874 -4.29903 0.0 0.0 0.0
C 5.00412 -1.44613 3.05791 0.1 0.0 0.0
H 2.18974 -0.35918 4.55819 0.0 0.0 0.0
H 0.45683 -0.64245 -6.75383 0.0 0.0 0.0
S 4.17487 -1.17779 -1.23368 -0.1 0.0 0.2
F 0.34344 1.83414 4.71197 0.0 -0.1 -0.1
F -4.63378 -1.55692 5.36213 -0.1 0.1 -0.2
N -2.21716 -0.32204 5.98315 0.1 0.2 -0.2
F -3.20667 1.31261 -1.25784 0.3 0.3 -0.1
C 0.20603 0.39213 -6.51099 0.0 0.0 0.0
F -2.50014 -0.39394 0.37855 0.0 0.1 0.1
F 1.24876 0.97556 6.47016 0.0 0.1 -0.1
O -4.10938 1.29031 6.06048 0.0 0.0 0.1
H 5.98412 -1.84434 3.29565 0.0 0.0 0.0
C 2.42789 -0.36239 2.42506 -0.1 0.0 -0.5
H 1.05581 1.03085 -6.76722 0.0 0.0 0.0
H -1.09491 0.82326 -2.07218 -0.1 0.0 0.2
C -0.19716 0.55284 -5.04018 0.0 0.1 0.1
H -1.07812 -1.42819 -5.00629 0.0 0.0 0.0
C 0.25579 2.18923 -1.39795 -0.3 -0.1 -0.1
F -5.47167 0.37104 -1.26755 0.0 0.1 0.0
F -5.43094 -0.14617 3.92883 0.0 0.1 -0.1
C 0.95315 0.16340 -4.09488 -0.2 0.1 0.2
```
Positions in Å, forces in eV/Å.

## Properties
**Lowest unoccupied orbital energy (spin up / spin down)**: 0.13495 / 0.13481 Eh
**Calculated total energy**: -6038.3139 Eh
**Multiplicity**: 2
**Charge**: -2
**Expectation value of S²**: 0.76
**Max |F|**: 0.020 hartree/bohr
**Energy above the lowest of the compared OMol25 structures with the same formula, charge and spin**: 9.24 kcal per mole